12
Properties=species:S:1:pos:R:3:forces:R:3 method="wB97M-V/def2-TZVPD" e_homo_ev="-7.8 / -7.9" charge=0 gap_ev="6.5 / 6.8" e_above_lowest_kcal_mol=90.2
C -2.3367 0.0910 -0.4659 0.37 -1.29 0.51
C -1.6995 1.5576 -0.2721 0.88 -0.22 -1.01
C -2.7439 1.1494 -1.1987 1.62 -0.22 0.14
C 3.1150 -1.3794 0.5674 -1.53 2.17 -0.80
F 2.4059 -2.5673 0.7051 0.60 0.89 -0.24
P -2.2166 -1.3707 0.3012 0.03 0.79 -0.34
H -2.1072 2.1517 0.5342 0.82 0.26 0.44
H -0.6119 1.6093 -0.6141 -1.67 -0.04 0.82
H 4.0635 -1.3693 1.0124 1.57 -0.97 0.37
H -3.6765 1.5846 -1.1880 -2.03 0.71 -0.56
H 2.6511 -0.5185 1.0787 -0.69 -0.73 0.33
H 3.1568 -0.9385 -0.4603 0.05 -1.36 0.34